{
  "formula": "C2H2CdO3",
  "method": "the ωB97M-V functional and the def2-TZVPD basis",
  "species": ["H", "O", "O", "C", "C", "Cd", "O", "H"],
  "xyz": [[-0.666, 1.091, 0.212], [1.223, 0.236, -0.983], [0.041, -0.105, -1.718], [0.435, 0.244, 0.191], [-0.735, -0.134, -0.612], [-2.269, -1.622, -0.364], [0.974, -0.189, 1.287], [0.998, 0.479, 1.987]],
  "relative_energy_kj_mol": 6.2,
  "charge": 2
}

---

{
  "formula": "C3H6O4",
  "method": "the ωB97M-V functional and the def2-TZVPD basis",
  "species": ["C", "C", "C", "O", "O", "O", "O", "H", "H", "H", "H", "H", "H"],
  "xyz": [[1.083, 0.542, 0.968], [-2.602, 0.533, 0.318], [1.649, -0.216, 0.016], [-2.587, -0.737, 0.303], [1.342, -1.498, -0.231], [2.663, 0.213, -0.820], [-2.561, 0.973, -0.970], [0.394, 0.310, 1.719], [1.417, 1.585, 1.030], [-2.067, -1.116, -0.484], [0.857, -1.888, 0.419], [3.036, -0.629, -1.201], [-2.625, 1.926, -1.068]],
  "relative_energy_kj_mol": 335.2,
  "charge": 0
}

---

{
  "formula": "C15H21ClN4OS",
  "method": "the ωB97M-V functional and the def2-TZVPD basis",
  "species": ["C", "C", "C", "C", "O", "C", "C", "C", "C", "C", "C", "C", "H", "H", "S", "C", "N", "N", "C", "N", "N", "H", "H", "C", "H", "C", "H", "H", "H", "H", "H", "Cl", "H", "H", "H", "H", "H", "H", "H", "H", "H", "H", "H"],
  "xyz": [[2.228, 5.203, 3.151], [2.027, 3.991, 4.055], [1.875, 2.682, 3.280], [0.550, 2.595, 2.520], [0.382, 1.347, 1.878], [1.065, 1.074, 0.734], [1.841, 1.983, 0.022], [2.468, 1.607, -1.153], [2.328, 0.315, -1.626], [1.566, -0.609, -0.930], [0.939, -0.240, 0.248], [0.095, -1.221, 0.986], [0.072, -1.004, 2.053], [0.397, -2.247, 0.789], [-1.653, -1.111, 0.448], [-1.579, -2.194, -0.908], [-0.568, -2.902, -1.326], [-0.981, -3.613, -2.391], [-2.234, -3.350, -2.617], [-2.677, -2.437, -1.691], [-3.963, -1.922, -1.580], [-4.271, -1.981, -0.611], [-3.974, -0.940, -1.853], [-3.097, -3.904, -3.687], [-2.908, -3.352, -4.612], [-2.812, -5.386, -3.914], [-3.413, -5.763, -4.737], [-1.760, -5.525, -4.145], [-3.044, -5.958, -3.020], [-4.138, -3.741, -3.401], [1.440, -1.615, -1.301], [3.109, -0.152, -3.095], [3.063, 2.323, -1.699], [1.962, 2.997, 0.366], [0.444, 3.414, 1.801], [-0.284, 2.650, 3.227], [2.707, 2.571, 2.580], [1.917, 1.841, 3.975], [1.146, 4.144, 4.681], [2.891, 3.899, 4.715], [2.410, 6.091, 3.751], [1.349, 5.388, 2.538], [3.084, 5.052, 2.497]],
  "relative_energy_kj_mol": 9.5,
  "charge": 0,
  "smiles": "CCCCOc1ccc(Cl)cc1CSc1nnc(CC)n1N"
}

---

{
  "formula": "C62H135O38P7",
  "method": "the ωB97M-V functional and the def2-TZVPD basis",
  "species": ["C", "C", "O", "P", "O", "O", "C", "C", "O", "C", "C", "H", "H", "H", "H", "H", "H", "H", "H", "H", "H", "H", "H", "H", "H", "H", "C", "C", "O", "P", "O", "O", "C", "C", "O", "C", "C", "H", "H", "H", "H", "H", "H", "H", "H", "H", "H", "H", "H", "H", "H", "H", "C", "C", "O", "P", "O", "O", "C", "C", "O", "C", "C", "H", "H", "H", "H", "H", "H", "H", "H", "H", "H", "H", "H", "H", "H", "H", "C", "C", "O", "P", "O", "O", "C", "C", "O", "C", "C", "H", "H", "H", "H", "H", "H", "H", "H", "H", "H", "H", "H", "H", "H", "H", "C", "C", "O", "P", "O", "O", "C", "C", "O", "C", "C", "H", "H", "H", "H", "H", "H", "H", "H", "H", "H", "H", "H", "H", "H", "H", "C", "C", "O", "P", "O", "O", "C", "C", "O", "C", "C", "H", "H", "H", "H", "H", "H", "H", "H", "H", "H", "H", "H", "H", "H", "H", "C", "C", "O", "P", "O", "O", "C", "C", "O", "C", "C", "H", "H", "H", "H", "H", "H", "H", "H", "H", "H", "H", "H", "H", "H", "H", "O", "C", "O", "C", "C", "C", "H", "H", "H", "H", "H", "H", "O", "C", "O", "C", "C", "C", "H", "H", "H", "H", "H", "H", "O", "C", "O", "C", "C", "C", "H", "H", "H", "H", "H", "H", "O", "C", "O", "C", "C", "C", "H", "H", "H", "H", "H", "H", "O", "C", "O", "C", "C", "C", "H", "H", "H", "H", "H", "H"],
  "xyz": [[-5.922, -1.448, 1.452], [-5.249, -0.155, 1.025], [-4.529, -0.359, -0.249], [-4.957, 0.295, -1.584], [-6.193, 1.049, -1.502], [-4.822, -0.938, -2.548], [-5.654, -0.915, -3.831], [-4.706, -1.344, -4.947], [-3.812, 1.279, -2.054], [-2.408, 1.080, -1.860], [-1.740, 0.351, -3.020], [-6.626, -1.719, 0.720], [-5.202, -2.232, 1.520], [-6.460, -1.244, 2.344], [-5.997, 0.595, 0.875], [-4.495, 0.179, 1.779], [-6.559, -1.527, -3.692], [-5.855, 0.124, -4.027], [-3.971, -0.567, -5.214], [-4.233, -2.376, -4.862], [-5.330, -1.377, -5.797], [-2.021, 2.072, -1.689], [-2.146, 0.482, -0.984], [-1.983, -0.684, -3.091], [-2.165, 0.862, -3.942], [-0.687, 0.491, -2.995], [-4.268, 6.704, -8.105], [-2.824, 6.204, -8.284], [-2.625, 4.934, -7.625], [-2.202, 4.848, -6.093], [-1.517, 5.970, -5.399], [-3.575, 4.342, -5.409], [-3.810, 4.677, -4.034], [-5.316, 4.264, -3.738], [-1.421, 3.436, -6.061], [0.098, 3.345, -6.151], [0.507, 2.143, -5.297], [-4.617, 6.696, -7.110], [-4.468, 7.718, -8.458], [-4.869, 5.968, -8.527], [-2.584, 5.990, -9.344], [-2.163, 6.971, -7.914], [-3.107, 4.056, -3.478], [-3.540, 5.715, -3.734], [-5.977, 4.931, -4.269], [-5.382, 3.218, -4.039], [-5.491, 4.284, -2.665], [0.368, 3.281, -7.165], [0.570, 4.271, -5.742], [1.604, 2.024, -5.259], [0.099, 2.242, -4.310], [0.016, 1.250, -5.717], [1.340, 6.262, -3.457], [2.059, 4.978, -3.028], [3.306, 5.269, -2.432], [3.730, 4.754, -0.965], [2.686, 4.815, 0.077], [4.203, 3.212, -1.096], [4.902, 2.678, -2.278], [6.463, 2.909, -2.450], [4.967, 5.695, -0.893], [5.605, 5.780, 0.426], [6.429, 7.019, 0.441], [2.118, 6.883, -3.885], [0.656, 6.075, -4.341], [0.888, 6.748, -2.646], [1.412, 4.473, -2.245], [2.163, 4.328, -3.946], [4.628, 1.586, -2.208], [4.303, 3.022, -3.135], [7.068, 2.279, -1.744], [6.774, 2.672, -3.477], [6.771, 3.967, -2.276], [4.850, 5.744, 1.224], [6.169, 4.885, 0.524], [5.786, 7.846, 0.212], [6.850, 7.263, 1.377], [7.291, 6.906, -0.228], [9.101, -0.473, 0.253], [9.481, 0.189, 1.496], [8.329, 0.501, 2.232], [7.495, 1.877, 2.014], [7.617, 2.508, 0.660], [6.106, 1.255, 2.424], [5.028, 1.328, 1.403], [4.042, 2.363, 1.821], [7.950, 2.860, 3.150], [7.896, 2.465, 4.618], [6.531, 2.744, 5.251], [8.644, 0.150, -0.542], [9.940, -0.928, -0.167], [8.364, -1.298, 0.359], [10.017, -0.569, 2.092], [10.083, 1.079, 1.303], [5.409, 1.724, 0.429], [4.618, 0.367, 1.225], [3.331, 2.569, 0.961], [3.567, 1.959, 2.691], [4.531, 3.315, 2.197], [8.120, 1.405, 4.762], [8.771, 2.906, 5.015], [5.852, 2.062, 4.843], [6.624, 2.497, 6.361], [6.304, 3.779, 5.145], [-5.653, 3.729, 0.314], [-4.173, 3.380, 0.549], [-3.591, 4.098, 1.695], [-3.853, 3.629, 3.168], [-4.012, 2.189, 3.226], [-5.065, 4.423, 3.822], [-5.248, 5.786, 3.793], [-5.130, 6.248, 5.284], [-2.646, 4.226, 3.976], [-1.360, 3.703, 3.566], [-0.681, 2.871, 4.635], [-5.922, 4.808, 0.498], [-5.909, 3.445, -0.705], [-6.179, 3.083, 0.963], [-4.024, 2.308, 0.727], [-3.691, 3.588, -0.443], [-4.495, 6.230, 3.116], [-6.286, 5.981, 3.508], [-5.459, 7.327, 5.277], [-5.914, 5.761, 5.898], [-4.225, 6.248, 5.827], [-1.607, 3.090, 2.742], [-0.731, 4.476, 3.222], [0.157, 2.243, 4.237], [-0.159, 3.380, 5.418], [-1.352, 2.143, 5.115], [3.567, -2.251, 3.933], [2.994, -3.523, 3.285], [3.939, -4.024, 2.301], [3.547, -4.878, 1.043], [2.449, -4.497, 0.157], [4.950, -5.024, 0.223], [6.224, -5.461, 0.652], [6.823, -4.582, 1.684], [3.471, -6.394, 1.689], [2.380, -6.987, 2.478], [2.690, -8.441, 2.602], [3.718, -1.497, 3.223], [2.865, -1.988, 4.689], [4.539, -2.542, 4.433], [2.845, -4.312, 4.015], [2.040, -3.289, 2.800], [5.986, -6.364, 1.157], [6.878, -5.462, -0.227], [6.398, -4.533, 2.701], [7.790, -5.034, 1.881], [6.998, -3.517, 1.389], [2.344, -6.482, 3.458], [1.368, -6.828, 1.979], [2.019, -8.824, 3.416], [2.436, -9.051, 1.774], [3.754, -8.660, 2.848], [-1.758, -3.255, -0.496], [-0.799, -2.781, 0.568], [-0.740, -1.314, 0.422], [0.180, -0.486, 1.517], [1.637, -0.722, 1.402], [-0.275, 0.967, 1.243], [0.508, 2.001, 0.558], [1.172, 1.609, -0.701], [-0.517, -0.833, 2.950], [-1.959, -0.536, 2.989], [-2.648, -1.311, 4.088], [-2.596, -2.612, -0.629], [-1.216, -3.337, -1.446], [-1.992, -4.246, -0.188], [-1.089, -3.068, 1.603], [0.199, -3.139, 0.394], [-0.168, 2.873, 0.437], [1.256, 2.270, 1.337], [0.477, 1.705, -1.510], [1.998, 2.292, -0.844], [1.563, 0.564, -0.632], [-2.051, 0.595, 3.111], [-2.369, -0.740, 1.985], [-2.595, -2.437, 4.130], [-2.426, -0.908, 5.053], [-3.731, -1.124, 4.047], [2.198, 0.147, -3.972], [2.400, -0.841, -3.295], [3.651, -1.115, -2.847], [3.670, -2.344, -2.149], [2.471, -3.173, -2.541], [1.511, -2.032, -2.954], [3.649, -2.177, -1.066], [4.646, -2.745, -2.460], [2.203, -3.870, -1.746], [2.708, -3.717, -3.463], [0.936, -1.817, -2.073], [0.870, -2.308, -3.808], [-0.882, -7.064, -4.068], [-1.947, -6.725, -4.510], [-3.063, -7.562, -4.569], [-4.160, -6.807, -5.063], [-3.956, -5.407, -4.629], [-2.486, -5.329, -4.821], [-5.070, -7.329, -4.689], [-4.171, -6.911, -6.143], [-4.283, -5.317, -3.575], [-4.493, -4.725, -5.237], [-1.990, -4.644, -4.144], [-2.288, -5.077, -5.843], [1.657, -5.670, 5.504], [0.615, -5.712, 4.905], [0.075, -6.865, 4.528], [-1.247, -6.685, 4.036], [-1.404, -5.232, 3.679], [-0.350, -4.525, 4.487], [-2.002, -6.972, 4.737], [-1.328, -7.212, 3.130], [-2.400, -4.831, 3.817], [-1.051, -5.207, 2.608], [-0.761, -4.260, 5.443], [0.152, -3.666, 4.068], [-2.835, -8.011, 0.836], [-1.869, -7.721, 0.171], [-1.049, -6.706, 0.468], [0.045, -6.582, -0.521], [0.152, -8.004, -1.124], [-1.355, -8.474, -1.030], [0.935, -6.152, -0.083], [-0.314, -5.909, -1.291], [0.663, -8.661, -0.400], [0.437, -7.921, -2.171], [-1.419, -9.576, -0.932], [-1.908, -8.051, -1.907], [-7.909, 4.228, 5.299], [-7.349, 3.185, 4.973], [-7.752, 2.441, 3.925], [-6.928, 1.213, 3.828], [-6.251, 1.102, 5.205], [-6.225, 2.536, 5.732], [-6.263, 1.396, 3.013], [-7.647, 0.435, 3.648], [-5.349, 0.551, 5.135], [-6.897, 0.476, 5.874], [-5.342, 3.138, 5.439], [-6.469, 2.679, 6.790]],
  "relative_energy_kj_mol": 214.3,
  "charge": 0,
  "smiles": "CCOP(=O)(OCC)OCC.CCOP(=O)(OCC)OCC.CCOP(=O)(OCC)OCC.CCOP(=O)(OCC)OCC.CCOP(=O)(OCC)OCC.CCOP(=O)(OCC)OCC.CCOP(=O)(OCC)OCC.O=C1CCCO1.O=C1CCCO1.O=C1CCCO1.O=C1CCCO1.O=C1CCCO1"
}

---

{
  "formula": "C3H7NO2",
  "method": "the ωB97M-V functional and the def2-TZVPD basis",
  "species": ["C", "C", "N", "H", "H", "H", "H", "H", "H", "O", "C", "O", "H"],
  "xyz": [[0.588, -0.076, -1.179], [0.589, 1.245, -1.307], [1.328, -0.886, -0.317], [0.233, -0.572, -2.099], [0.150, 1.535, -2.359], [1.039, 1.916, -0.663], [2.364, -0.777, -0.272], [0.068, -0.212, 0.781], [1.130, -1.898, -0.334], [-0.686, 0.034, 1.375], [-1.975, -0.058, 1.894], [-2.748, -0.956, 1.784], [-2.081, 0.704, 2.696]],
  "relative_energy_kj_mol": 302.8,
  "charge": 0,
  "smiles": "C=CN.O=CO"
}

---

{
  "formula": "C4H17ClNO8",
  "method": "the ωB97M-V functional and the def2-TZVPD basis",
  "species": ["Cl", "O", "O", "O", "O", "O", "H", "H", "O", "H", "H", "O", "H", "H", "C", "C", "C", "O", "C", "N", "H", "H", "H", "H", "H", "H", "H", "H", "H", "H", "H"],
  "xyz": [[8.273, 13.901, -8.944], [8.544, 12.525, -8.558], [9.551, 14.573, -9.065], [7.691, 13.899, -10.263], [7.417, 14.385, -7.884], [9.720, 15.457, -12.363], [9.398, 15.180, -11.505], [9.063, 15.136, -12.981], [12.312, 15.362, -9.662], [11.434, 15.075, -9.413], [12.752, 15.536, -8.830], [9.207, 16.119, -6.258], [9.696, 15.334, -6.010], [8.353, 15.791, -6.538], [5.456, 11.340, -5.714], [4.569, 12.457, -6.268], [3.167, 12.579, -5.675], [2.540, 13.723, -6.306], [2.128, 13.598, -7.644], [5.305, 13.662, -5.966], [5.536, 11.448, -4.632], [6.450, 11.450, -6.146], [5.113, 10.355, -6.030], [4.611, 12.226, -7.332], [3.166, 12.774, -4.602], [2.501, 11.717, -5.703], [1.345, 12.846, -7.740], [3.015, 13.290, -8.198], [1.846, 14.498, -8.192], [6.082, 13.784, -6.599], [4.714, 14.478, -6.032]],
  "charge": -1
}

---

{
  "formula": "C3H6FN3",
  "method": "the ωB97M-V functional and the def2-TZVPD basis",
  "species": ["C", "C", "C", "H", "H", "H", "H", "H", "H", "N", "N", "N", "F"],
  "xyz": [[0.938, 0.008, -0.214], [0.592, 1.250, 0.595], [-0.261, -0.920, 0.123], [1.879, -0.559, 0.017], [0.867, 1.114, 1.611], [1.008, 2.158, 0.206], [-0.980, 1.682, -0.357], [-1.940, -0.319, 1.145], [0.512, -2.591, -0.045], [-0.860, 1.277, 0.540], [-1.314, -0.040, 0.418], [-0.337, -2.168, 0.235], [0.957, 0.334, -1.550]],
  "relative_energy_kj_mol": 85.8,
  "charge": 0,
  "smiles": "[H]/N=C1/NNC[C@@H]1F"
}

---

Electronic energy, record by record: -12784.8600; -11395.2193; -47260.5953; -209328.5425; -8807.3905; -34810.5627; -10394.7245 eV